(1)
The following is a quantum chemistry calculation of a structure of composition C20H28BrClFeN2O2 at a distorted geometry, from the Open Molecules 2025 dataset.

Properties
LUMO level (alpha / beta) ... 2.857 / 2.791 eV
Spin multiplicity ... 6
Net charge ... -1
Calculated total energy ... -145224.6706 eV
Gap between HOMO and LUMO (alpha / beta) ... 2.556 / 7.537 eV

Last column: Mulliken spin population.
Positions of all 55 atoms, in Å:
Fe (0.6411, -0.0039, 1.1529)  3.78
Cl (1.9843, -0.0450, -0.5477)  0.13
N (0.2978, 2.0393, 0.8923)  0.03
N (0.2326, -2.0473, 0.9142)  0.02
C (-0.2559, 2.7762, -0.0439)  0.05
C (-0.3159, -2.7789, -0.0295)  0.03
C (1.2067, 2.8988, 1.6848)  -0.07
C (1.4776, 4.0252, 0.6961)  0.01
C (2.4666, 2.1580, 2.0859)  0.01
C (0.4722, 3.4123, 2.9109)  0.04
H (2.9270, 1.7179, 1.1949)  0.01
H (2.2307, 1.3634, 2.8064)  0.00
H (3.1471, 2.8796, 2.5508)  0.00
H (-0.4088, 3.9914, 2.6035)  -0.02
H (1.1523, 4.0563, 3.4820)  -0.01
H (0.1585, 2.5623, 3.5254)  0.01
C (1.0994, -2.9209, 1.7379)  -0.06
C (1.3594, -4.0699, 0.7722)  0.00
C (0.3256, -3.3950, 2.9554)  0.03
C (2.3747, -2.2140, 2.1517)  0.01
H (2.8575, -1.7901, 1.2645)  0.01
H (3.0300, -2.9528, 2.6259)  0.00
H (2.1524, -1.4112, 2.8665)  0.00
H (-0.5660, -3.9510, 2.6371)  -0.02
H (0.0261, -2.5279, 3.5523)  0.01
H (0.9734, -4.0516, 3.5489)  0.00
O (0.2309, -3.9901, -0.1765)  0.00
H (1.3563, -5.0685, 1.2282)  -0.01
H (2.2916, -3.9290, 0.2002)  0.00
O (0.3210, 3.9688, -0.2211)  0.00
H (2.3886, 3.8447, 0.1017)  0.00
H (1.5193, 5.0297, 1.1373)  -0.01
C (-1.4858, 2.5145, -0.8395)  0.25
C (-1.5141, -2.4994, -0.8671)  0.27
C (-1.5228, -1.2154, -1.6524)  -0.54
H (-2.3811, -2.4463, -0.1876)  0.10
H (-1.6559, -3.3461, -1.5363)  0.04
C (-1.5714, 0.0090, -0.9721)  0.53
C (-1.5140, 1.2405, -1.6400)  -0.52
H (-1.6879, 0.0046, 0.1037)  0.16
C (-1.6294, 1.2436, -3.0397)  0.39
C (-1.6500, 0.0247, -3.6936)  0.17
C (-1.8018, 2.5233, -3.7953)  -0.25
C (-1.6379, -1.2011, -3.0523)  0.38
H (-1.8119, 0.0316, -4.7746)  -0.01
C (-1.8193, -2.4708, -3.8223)  -0.23
H (-1.9324, -2.2411, -4.8874)  -0.01
H (-2.7386, -2.9926, -3.5185)  0.03
H (-0.9756, -3.1652, -3.7041)  0.02
H (-2.7205, 3.0453, -3.4903)  0.03
H (-1.9110, 2.3055, -4.8631)  -0.01
H (-0.9559, 3.2127, -3.6662)  0.02
H (-1.6502, 3.3705, -1.4915)  0.03
H (-2.3266, 2.4509, -0.1287)  0.09
Br (-0.2600, 0.0245, 3.2576)  0.08

Force components x, y, z for each atom (eV/Å):
-0.9 0.0 -0.8
1.5 0.0 -1.4
-1.4 1.2 -1.0
-1.4 -1.1 -1.1
1.0 -1.3 1.2
1.1 1.3 1.4
-0.1 0.0 -0.5
-0.2 0.1 -0.8
0.3 0.1 -0.1
-0.2 0.1 0.1
0.1 0.1 0.3
0.1 0.2 -0.1
0.1 -0.2 0.0
0.1 -0.1 0.2
-0.1 0.0 0.0
0.0 0.3 -0.1
-0.1 0.0 -0.5
-0.2 -0.1 -0.8
-0.2 -0.1 0.1
0.3 -0.1 -0.1
0.1 -0.1 0.3
0.1 0.2 0.0
0.1 -0.2 -0.1
0.1 0.1 0.2
0.0 -0.3 -0.1
-0.1 0.0 0.0
0.5 -0.9 0.5
-0.1 0.3 -0.1
-0.3 0.0 0.1
0.6 0.9 0.5
-0.3 0.0 0.1
-0.1 -0.3 -0.1
0.0 -0.2 -0.3
-0.1 0.2 -0.3
0.1 0.1 -1.1
-0.1 -0.1 0.2
0.0 -0.1 0.2
0.0 0.0 0.8
0.1 0.0 -1.1
0.0 0.0 0.2
0.5 0.5 1.7
-0.8 0.1 -1.5
0.0 0.2 -0.5
0.5 -0.7 1.8
0.1 0.0 0.1
0.0 -0.2 -0.5
0.1 -0.1 0.1
0.2 0.0 0.0
-0.2 0.1 -0.1
0.2 0.0 0.0
0.1 0.1 0.1
-0.2 -0.1 0.0
0.0 0.1 0.2
-0.1 0.1 0.3
-0.8 0.0 2.1

(2)
The following is a quantum chemistry calculation of a cluster of 8 separate species, C17H29Cl6N3O9 in total at a distorted geometry, from the Open Molecules 2025 dataset.

Properties
LUMO level ... 0.325 eV
Calculated total energy ... -116130.5973 eV
Gap between HOMO and LUMO ... 11.050 eV

Last column: Löwdin charge in e.
Positions of all 64 atoms, in Å:
C (-18.8033, -10.1442, -6.9163)  -0.05
O (-19.2668, -10.5775, -5.6519)  0.02
C (-19.9347, -11.7061, -5.6587)  -0.69
O (-20.0190, -12.4300, -6.5879)  0.14
O (-20.4915, -11.8779, -4.4920)  0.03
C (-21.2946, -13.0464, -4.3848)  -0.04
H (-17.8798, -10.6519, -7.2128)  0.10
H (-18.5922, -9.0848, -6.8326)  0.07
H (-19.4972, -10.3425, -7.7332)  0.10
H (-20.6493, -13.9137, -4.2224)  0.10
H (-21.9067, -13.2333, -5.2613)  0.10
H (-21.9127, -12.9188, -3.5027)  0.09
C (-17.5260, 0.7680, -9.4068)  -0.04
O (-16.5606, -0.1893, -9.8057)  0.01
C (-16.9924, -1.1025, -10.6611)  -0.64
O (-18.1471, -1.3368, -10.9174)  0.12
O (-15.9460, -1.7292, -11.1608)  0.01
C (-16.2006, -2.6777, -12.1944)  -0.04
H (-17.0950, 1.3353, -8.5911)  0.09
H (-18.4468, 0.2907, -9.0836)  0.09
H (-17.7173, 1.4363, -10.2471)  0.10
H (-15.2656, -3.1120, -12.5377)  0.08
H (-16.7195, -2.2018, -13.0308)  0.10
H (-16.7961, -3.5282, -11.8413)  0.09
C (-13.8407, -8.1880, -7.2927)  -0.06
O (-12.7466, -9.0224, -6.9902)  0.03
C (-11.7603, -9.0241, -7.8596)  -0.65
O (-11.7974, -8.5149, -8.9329)  0.12
O (-10.7350, -9.6682, -7.3284)  0.01
C (-9.5105, -9.6068, -8.0592)  -0.03
H (-13.7090, -7.1909, -6.8643)  0.09
H (-14.7744, -8.5981, -6.9255)  0.08
H (-13.9380, -8.0562, -8.3733)  0.08
H (-8.8466, -10.3330, -7.6033)  0.09
H (-9.0321, -8.6312, -7.9491)  0.10
H (-9.6988, -9.8010, -9.1102)  0.09
Cl (-12.3819, -8.4030, -15.1628)  0.51
C (-14.0234, -7.9829, -14.6018)  -1.56
Cl (-14.0112, -6.4436, -13.7199)  0.51
Cl (-14.7067, -9.2801, -13.6769)  0.56
H (-14.5841, -7.7604, -15.4942)  -0.01
Cl (-18.8321, -4.8717, -5.2258)  0.52
C (-17.3271, -5.4346, -5.9631)  -1.56
Cl (-16.0097, -5.3634, -4.7767)  0.51
Cl (-16.9239, -4.4873, -7.3859)  0.52
H (-17.4411, -6.4629, -6.2757)  -0.03
C (-19.8838, -7.9757, -13.9665)  -0.05
C (-18.5223, -7.6221, -14.3726)  -0.28
N (-17.4671, -7.3522, -14.6859)  0.16
H (-20.4045, -7.0368, -13.7702)  0.09
H (-19.8142, -8.5044, -13.0164)  0.08
H (-20.3973, -8.5574, -14.7183)  0.08
C (-16.7027, -7.2540, -11.1350)  -0.09
C (-16.7578, -7.4983, -9.6994)  -0.25
N (-16.8814, -7.7009, -8.5777)  0.16
H (-16.7111, -6.1724, -11.2755)  0.06
H (-17.6166, -7.6505, -11.5753)  0.06
H (-15.8494, -7.6700, -11.6518)  0.02
C (-12.0554, -5.0511, -9.3488)  -0.05
C (-13.3338, -5.2145, -10.0129)  -0.23
N (-14.3551, -5.3421, -10.5461)  0.16
H (-11.9817, -5.7581, -8.5174)  0.07
H (-11.9548, -4.0669, -8.8960)  0.09
H (-11.2211, -5.2905, -10.0023)  0.09

Force components x, y, z for each atom (eV/Å):
0.8 0.1 -0.8
0.3 1.0 0.3
0.4 0.7 0.2
-0.3 -1.6 -1.8
-0.7 0.0 1.2
0.1 -0.7 0.5
0.0 0.0 0.3
-0.1 0.1 0.0
-0.3 0.1 0.3
-0.1 0.0 -0.1
0.0 0.2 -0.1
-0.1 0.1 0.0
-0.3 0.3 0.0
0.6 0.1 0.2
-0.7 -0.4 0.0
0.0 0.1 -0.2
0.9 -0.3 -0.3
-0.5 -0.6 -0.3
0.1 0.0 0.1
0.0 0.0 0.0
-0.2 0.0 0.1
0.2 0.4 0.2
0.0 0.0 0.2
-0.1 0.4 0.1
-0.8 0.9 -0.9
-0.3 -0.5 1.1
0.0 -0.2 0.6
0.4 0.7 -1.5
0.4 -0.3 0.4
0.1 0.1 0.0
0.1 -0.1 0.2
0.2 -0.3 0.2
0.0 -0.1 0.2
-0.1 -0.2 -0.1
-0.2 0.1 0.0
0.2 -0.1 -0.1
-0.2 0.0 0.2
0.6 0.8 -0.5
0.1 -0.2 0.2
-0.2 -0.2 0.1
-0.4 -0.4 -0.1
0.0 -0.1 -0.1
0.1 0.1 0.1
0.0 -0.1 -0.1
0.0 0.1 -0.1
-0.1 -0.1 0.0
0.5 0.7 0.5
-1.8 -0.6 0.3
1.8 0.5 -0.5
-0.2 -0.1 -0.1
-0.2 -0.2 -0.1
0.0 -0.1 -0.1
-0.7 0.5 0.1
0.1 -0.2 -0.3
0.0 0.0 0.3
0.2 -0.1 -0.1
0.0 -0.1 0.0
0.2 -0.1 0.2
0.3 -0.4 0.8
-1.3 -0.1 -0.8
1.3 0.2 0.7
-0.2 -0.1 -0.2
0.0 0.2 -0.3
-0.1 0.2 -0.2

(3)
The following is a quantum chemistry calculation of a cluster of 2 separate species, C31H53F2N4O3S in total at a distorted geometry, from the Open Molecules 2025 dataset.

Properties
LUMO level ... -4.451 eV
Net charge ... +1
Calculated total energy ... -61355.7263 eV
Gap between HOMO and LUMO ... 6.904 eV

Last column: Löwdin charge in e.
Positions of all 94 atoms, in Å:
C (-2.7907, 3.2767, 2.2716)  -0.15
C (-3.6833, 2.4768, 1.1505)  -0.26
C (-2.7559, 2.2581, -0.2067)  -0.22
C (-3.5590, 1.2340, -1.2585)  -0.20
C (-2.9726, 1.2990, -2.7850)  -0.21
C (-1.6820, 0.3501, -3.0976)  -0.21
C (-1.1806, -0.5724, -1.8013)  -0.19
C (-0.0291, -1.5729, -2.3926)  -0.14
C (1.1374, -2.0295, -1.3554)  -0.24
C (2.1598, -2.8822, -2.3003)  -0.09
C (1.7635, -4.4422, -2.5714)  -0.25
C (2.9005, -5.4881, -1.9302)  -0.06
F (0.3857, -4.8333, -2.2044)  -0.10
C (2.0597, -0.6681, -1.0397)  -0.18
N (2.2176, 0.3546, -2.1584)  0.08
C (1.4998, 1.5037, -1.9493)  -0.56
S (0.6547, 2.9759, -1.8101)  0.74
C (1.5498, -0.2010, 0.4477)  -0.02
O (1.9226, 1.0140, 1.1840)  -0.07
C (3.3402, 1.3820, 0.9433)  -0.12
C (3.8770, 2.1600, 2.2899)  -0.27
C (2.8741, 3.3204, 2.8650)  -0.09
C (4.2927, 1.0895, 3.4953)  -0.35
C (3.0056, 0.3132, 4.1570)  -0.11
C (5.4287, 0.0177, 2.9772)  -0.10
N (0.5998, -1.1163, 0.9223)  0.09
C (-0.3734, -0.8442, 2.0864)  -0.11
F (-1.7928, -0.6806, 1.5251)  -0.08
C (-0.2786, -1.8968, 3.3101)  -0.17
C (-1.4779, -2.9980, 3.4240)  -0.12
C (0.8107, -2.4519, 0.1650)  -0.26
C (2.2352, -2.9594, 0.9434)  -0.07
C (2.1962, -4.5509, 1.3779)  -0.16
N (2.7074, -4.8645, 2.6440)  0.05
N (-0.0738, -3.6240, 0.5154)  0.14
C (-1.3585, -3.4544, 0.0709)  0.01
O (-2.7018, -3.2184, 0.0779)  0.04
H (-2.8852, 4.4390, 2.0201)  0.09
H (-1.6593, 3.0012, 2.1403)  0.05
H (-3.0796, 3.0428, 3.3885)  0.08
H (-4.0134, 1.4084, 1.5387)  0.11
H (-4.6940, 3.0498, 0.8828)  0.12
H (-2.6965, 3.2997, -0.7382)  0.11
H (-1.7274, 1.8241, 0.1483)  0.07
H (-4.6618, 1.6837, -1.3090)  0.12
H (-3.6846, 0.1539, -0.8151)  0.11
H (-2.6848, 2.4179, -3.0282)  0.10
H (-3.8252, 0.9851, -3.5556)  0.12
H (-1.9552, -0.4488, -3.9410)  0.12
H (-0.7639, 0.9770, -3.5175)  0.09
H (-0.8215, 0.1936, -0.9949)  0.08
H (-2.1101, -1.2042, -1.4708)  0.10
H (0.3757, -1.0672, -3.3964)  0.13
H (-0.6053, -2.5479, -2.7732)  0.15
H (3.2667, -2.8430, -1.9059)  0.12
H (2.1775, -2.3379, -3.3625)  0.15
H (1.8484, -4.6137, -3.7505)  0.15
H (3.4442, -6.1154, -2.7879)  0.10
H (2.3123, -6.2608, -1.2748)  0.08
H (3.7335, -4.9002, -1.3531)  0.08
H (3.1786, -0.9468, -0.8259)  0.14
H (4.0204, 0.4701, 0.6122)  0.13
H (3.3665, 2.1374, 0.0260)  0.14
H (4.8951, 2.7055, 1.9971)  0.16
H (2.9334, 3.2565, 4.0551)  0.10
H (3.1672, 4.4229, 2.5544)  0.10
H (1.7438, 3.1884, 2.5947)  0.08
H (4.7685, 1.7645, 4.3557)  0.15
H (3.2691, 0.1628, 5.3114)  0.10
H (2.0051, 0.9276, 4.1383)  0.08
H (2.8738, -0.7941, 3.7370)  0.06
H (4.9287, -1.0598, 2.8614)  0.08
H (5.8604, 0.3976, 1.9329)  0.08
H (6.3596, -0.0303, 3.7027)  0.10
H (-0.1516, 0.2349, 2.5391)  0.17
H (0.7622, -2.4771, 3.3417)  0.11
H (-0.2980, -1.2648, 4.3216)  0.13
H (-2.4881, -2.7115, 2.9108)  0.08
H (-1.7263, -3.1626, 4.5744)  0.10
H (-1.0459, -4.0162, 2.9765)  0.09
H (3.1895, -2.8177, 0.2849)  0.11
H (2.4313, -2.3415, 1.9410)  0.10
H (1.8274, -5.4380, 0.7051)  0.11
H (3.0456, -3.9805, 3.1204)  0.03
C (-5.3370, 5.9495, -4.0443)  -0.02
C (-5.4506, 4.4530, -3.9264)  -0.48
O (-4.9261, 3.8442, -2.9954)  0.03
C (-6.2309, 3.7305, -4.9918)  -0.02
H (-4.7465, 6.3357, -3.2066)  0.08
H (-4.8326, 6.2114, -4.9778)  0.09
H (-6.3314, 6.4015, -4.0090)  0.09
H (-5.7663, 3.8934, -5.9675)  0.09
H (-7.2652, 4.0836, -4.9987)  0.09
H (-6.2287, 2.6564, -4.7775)  0.08

Force components x, y, z for each atom (eV/Å):
-0.1 0.5 -0.6
0.2 -0.6 -0.1
-1.7 -0.4 0.2
-0.7 1.3 0.2
-0.2 0.0 -0.4
0.2 -1.0 -0.1
-0.3 0.6 -1.6
-1.8 -0.4 -0.1
1.5 2.2 -1.9
-0.1 -0.5 -0.3
1.5 -1.0 -1.6
-0.7 -0.3 -0.5
2.7 1.0 -0.3
1.5 -0.3 1.6
-4.8 5.4 3.0
1.0 -1.4 -0.9
3.0 -5.0 -0.4
-2.1 0.9 1.3
-0.9 -5.1 -2.7
1.7 1.9 -0.9
0.7 -0.2 0.2
-0.3 0.2 0.9
0.0 0.4 0.1
0.6 -0.3 1.2
0.0 0.3 -0.3
1.1 3.2 -0.9
-0.8 1.4 1.0
3.9 -0.9 1.2
-0.3 -0.2 1.2
0.3 -0.9 0.4
2.8 -1.5 0.9
0.5 -1.3 0.0
2.3 0.0 4.8
-2.0 1.8 -5.5
-6.3 3.1 -3.5
-5.3 1.8 3.3
11.6 -2.5 -0.6
0.2 -2.5 0.9
-2.1 0.4 0.2
0.4 0.6 -2.3
0.8 2.1 -0.7
2.4 -1.1 0.6
0.3 -2.0 0.9
-1.8 1.0 -0.9
2.4 -1.0 0.0
0.5 2.1 -0.9
-0.7 -2.3 0.6
1.8 0.8 1.8
0.5 1.8 1.7
-1.9 -1.3 1.0
-0.7 -1.7 -1.3
2.0 1.4 -0.2
-0.3 -1.2 2.6
1.4 2.0 0.9
-2.2 -0.2 -0.7
-0.1 -1.1 2.5
-0.6 0.4 2.7
-1.4 1.5 1.8
1.4 1.5 -1.1
-1.8 -1.3 -0.9
-2.1 0.1 -0.5
-1.6 1.7 1.1
-0.2 -1.5 2.0
-2.2 -1.3 0.4
-0.1 0.3 -2.6
-0.4 -2.5 0.5
2.2 0.0 0.4
-1.0 -1.4 -1.9
-0.7 0.2 -2.5
2.0 -1.2 -0.2
0.1 2.5 0.6
1.3 2.3 0.2
-0.9 -1.0 2.2
-2.1 -0.1 -1.4
-0.2 -2.4 -1.5
-2.2 1.4 -0.4
0.1 -1.1 -2.4
2.2 -0.4 0.8
0.7 0.3 -2.5
-1.3 2.2 1.0
-1.9 -0.2 1.0
-0.6 -1.3 -2.2
0.7 2.1 1.4
-0.6 -1.0 -0.7
0.3 0.0 0.4
0.6 -0.7 1.1
-0.6 0.7 -1.1
0.1 -0.5 0.2
-0.1 -0.1 -0.2
-0.2 0.1 0.0
0.1 0.0 -0.2
-0.2 0.1 0.0
0.1 0.1 -0.2
0.0 0.2 0.0

> Among the records above, which one has the highest calculated total energy?

C31H53F2N4O3S

> What is the formula in the first record?

C20H28BrClFeN2O2

> The lowest calculated total energy belongs to which entry?

C20H28BrClFeN2O2

> Among the records above, which one has the highest calculated total energy?

C31H53F2N4O3S